# 1
{"formula": "C4H9NOS2", "method": "ωB97M-V with the def2-TZVPD basis set", "species": ["C", "N", "C", "O", "C", "C", "S", "S", "H", "H", "H", "H", "H", "H", "H", "H", "H"], "positions_angstrom": [[-0.4092, -2.2070, 1.5847], [0.5996, -2.6676, 0.5488], [1.0832, -1.8468, -0.4609], [1.8042, -2.2410, -1.4240], [0.7262, -0.4332, -0.2879], [-0.5768, -0.1034, -0.9180], [-0.5363, 1.7960, -0.7758], [-0.7423, 2.6551, 0.9831], [-1.2454, -1.4966, 1.1461], [0.1646, -1.6337, 2.4008], [-0.9453, -3.0517, 2.1264], [0.4267, -3.5752, 0.1621], [0.8586, -0.0212, 0.7270], [1.6676, 0.0518, -0.6468], [-0.7123, -0.2886, -2.0136], [-1.4864, -0.4420, -0.3870], [-1.8424, 3.3828, 1.2110]], "relative_energy_kj_mol": 185.4, "charge": 0, "energy_ha": -1084.1256}

# 2
{"formula": "ClO4Rb", "method": "ωB97M-V with the def2-TZVPD basis set", "species": ["Rb", "Cl", "O", "O", "O", "O"], "positions_angstrom": [[-21.7726, 17.7090, 3.3282], [-18.0994, 17.2232, 4.2919], [-17.1438, 16.3674, 4.8428], [-19.1972, 16.3877, 3.8286], [-18.4509, 18.3419, 5.1535], [-17.3855, 17.8616, 3.1770]], "relative_energy_kj_mol": 60.5, "charge": 0, "energy_ha": -784.9717}

# 3
{"formula": "C2H2N6", "method": "ωB97M-V with the def2-TZVPD basis set", "species": ["H", "N", "C", "N", "N", "C", "N", "N", "N", "H"], "positions_angstrom": [[2.2458, -0.1446, 0.8728], [1.5681, -0.7711, 0.7763], [0.9685, -0.4869, -0.3011], [0.8180, 0.9127, -1.1419], [-0.2852, 1.3287, -0.5320], [-0.9551, 0.6674, 0.5092], [-1.6878, -0.4727, 0.3015], [-1.2377, -1.1793, -0.7352], [0.0328, -1.2297, -0.9991], [-1.4675, 1.3754, 1.2493]], "relative_energy_kj_mol": 345.6, "charge": 0, "energy_ha": -405.7244}

# 4
{"formula": "C6H26B2In2O6", "method": "ωB97M-V with the def2-TZVPD basis set", "species": ["In", "In", "B", "H", "H", "H", "H", "B", "H", "H", "H", "H", "C", "C", "O", "O", "H", "H", "H", "H", "H", "H", "C", "C", "O", "O", "H", "H", "H", "H", "H", "H", "C", "C", "O", "O", "H", "H", "H", "H", "H", "H"], "positions_angstrom": [[-0.7661, -4.1261, -3.4319], [-3.5307, 1.4320, 0.5640], [-0.3313, -1.4397, -0.2454], [0.4031, -2.2289, -0.2911], [-0.0951, -0.6926, 0.4965], [-0.2141, -0.9876, -1.2181], [-1.3218, -1.8294, -0.0683], [-4.3293, -1.3939, -2.6026], [-5.0443, -0.5964, -2.7333], [-3.3348, -0.9947, -2.4770], [-4.5639, -1.9864, -1.7319], [-4.3396, -2.1035, -3.4154], [-2.0476, -1.3271, 4.6445], [-1.6717, -0.0620, 5.3159], [-1.2744, 0.8761, 4.2605], [-3.3679, -1.4100, 3.9884], [-1.9857, -2.1550, 5.3509], [-1.2887, -1.5224, 3.8869], [-0.8904, -0.2474, 6.0530], [-2.5126, 0.5097, 5.7085], [-0.5406, 1.3614, 4.6447], [-3.9788, -1.9083, 4.5363], [0.2417, 3.0385, -2.7601], [0.3699, 4.1052, -1.6409], [-0.0694, 3.7279, -0.3408], [-1.1807, 2.5582, -3.0427], [0.9779, 2.2728, -2.5155], [0.5962, 3.4554, -3.7027], [-0.0178, 5.0786, -1.9414], [1.4502, 4.2501, -1.6358], [0.5500, 4.0812, 0.3019], [-1.5730, 3.1265, -3.7096], [4.6796, -1.8943, -1.5201], [5.0251, -0.9174, -0.3774], [3.9942, -0.6576, 0.5819], [3.6296, -1.5116, -2.3217], [4.3976, -2.7561, -0.9153], [5.5748, -2.2270, -2.0456], [5.2449, 0.0567, -0.8143], [5.9730, -1.2757, 0.0242], [3.1213, -0.6508, 0.1825], [4.0412, -1.0284, -3.0419]], "charge": 4, "energy_ha": -1123.1971}

# 5
{"formula": "C20H23N3O4S", "method": "ωB97M-V with the def2-TZVPD basis set", "species": ["C", "O", "C", "C", "C", "C", "N", "C", "O", "C", "C", "C", "O", "N", "C", "C", "C", "C", "C", "O", "C", "S", "N", "C", "C", "C", "C", "C", "H", "H", "H", "H", "H", "H", "H", "H", "H", "H", "H", "H", "H", "H", "H", "H", "H", "H", "H", "H", "H", "H", "H"], "positions_angstrom": [[-6.0335, -1.4964, -1.6726], [-5.4651, -0.4485, -0.9253], [-4.2833, -0.6719, -0.2872], [-3.5770, -1.8690, -0.3049], [-2.3803, -1.9897, 0.3815], [-1.8710, -0.9144, 1.0944], [-0.6495, -0.9579, 1.7881], [0.3504, -1.8625, 1.6634], [0.2694, -2.9220, 1.0801], [1.6606, -1.3973, 2.3036], [2.3828, -0.4194, 1.3506], [1.4553, 0.7507, 1.0407], [0.9860, 1.5301, 1.8366], [1.2085, 0.6882, -0.2913], [0.2737, 1.5401, -1.0057], [0.3763, 2.9579, -0.5618], [1.3948, 3.8624, -0.6451], [0.9213, 5.0437, -0.0256], [-0.3454, 4.7659, 0.3837], [-0.6822, 3.5075, 0.0650], [1.9369, -0.3314, -0.9032], [1.8963, -0.5966, -2.5164], [2.6439, -0.9708, 0.0436], [3.6014, -2.0496, -0.1639], [2.9341, -3.2731, -0.7848], [4.7843, -1.5603, -0.9977], [-2.5770, 0.2889, 1.1136], [-3.7665, 0.4084, 0.4322], [-6.2682, -2.3594, -1.0411], [-5.3755, -1.8110, -2.4890], [-6.9557, -1.0942, -2.0888], [-3.9439, -2.7234, -0.8504], [-1.8385, -2.9199, 0.3549], [-0.4560, -0.1136, 2.3123], [1.4765, -0.8829, 3.2472], [2.2865, -2.2721, 2.4816], [3.3100, -0.0729, 1.8246], [-0.7479, 1.1846, -0.8290], [0.5145, 1.4324, -2.0692], [2.3558, 3.7059, -1.0916], [1.4529, 5.9651, 0.0945], [-1.0813, 5.3581, 0.8902], [3.9609, -2.3112, 0.8376], [2.6535, -3.0705, -1.8137], [2.0400, -3.5387, -0.2259], [3.6251, -4.1112, -0.7690], [5.2452, -0.6882, -0.5380], [5.5272, -2.3490, -1.0731], [4.4551, -1.2959, -1.9983], [-2.1801, 1.1348, 1.6569], [-4.3175, 1.3351, 0.4370]], "relative_energy_kj_mol": 56.4, "charge": 0, "energy_ha": -1639.3738}

# 6
{"formula": "C21H32N4O3", "method": "ωB97M-V with the def2-TZVPD basis set", "species": ["C", "C", "C", "C", "C", "C", "C", "C", "C", "O", "N", "C", "C", "C", "C", "C", "C", "O", "N", "C", "C", "N", "C", "C", "N", "O", "C", "C", "H", "H", "H", "H", "H", "H", "H", "H", "H", "H", "H", "H", "H", "H", "H", "H", "H", "H", "H", "H", "H", "H", "H", "H", "H", "H", "H", "H", "H", "H", "H", "H"], "positions_angstrom": [[-6.9819, 1.2829, -3.6230], [-5.5004, 1.5162, -3.4351], [-4.8067, 0.3453, -2.7954], [-3.3330, 0.5747, -2.5961], [-2.6654, -0.6012, -1.9469], [-1.1934, -0.4625, -1.7795], [-0.5681, 0.6579, -1.6096], [0.8828, 0.7428, -1.4528], [1.2295, 1.7141, -0.3709], [0.3900, 2.2773, 0.2689], [2.5553, 2.0065, -0.2715], [2.9539, 3.0521, 0.6096], [4.1815, 2.6920, 1.3944], [4.1226, 1.4325, 2.1767], [5.2481, 0.4818, 2.1221], [3.9402, 0.0834, 1.5676], [3.2462, -0.7776, 2.5125], [3.5123, -0.6610, 3.6811], [2.3397, -1.7155, 2.0867], [1.7024, -2.4851, 3.0876], [0.3612, -2.8849, 2.7135], [-0.7108, -2.8424, 3.3982], [-1.6824, -3.4695, 2.5518], [-3.0844, -3.6760, 2.8975], [-1.1860, -3.8276, 1.4246], [0.1733, -3.4348, 1.5593], [3.8439, -0.0880, 0.0945], [3.5611, 1.1345, -0.7626], [-7.4652, 2.1443, -4.0873], [-7.1626, 0.4137, -4.2610], [-7.4724, 1.1016, -2.6630], [-5.0343, 1.7254, -4.4064], [-5.3435, 2.4093, -2.8175], [-5.2785, 0.1318, -1.8235], [-4.9568, -0.5502, -3.4178], [-2.8512, 0.7733, -3.5615], [-3.1917, 1.4757, -1.9843], [-3.1178, -0.7930, -0.9656], [-2.8572, -1.4987, -2.5501], [-0.6254, -1.3967, -1.7625], [-1.1056, 1.6018, -1.5941], [1.3088, -0.2533, -1.2545], [1.3438, 1.1050, -2.3896], [3.1777, 3.9505, 0.0092], [2.1218, 3.2855, 1.2478], [5.0599, 2.6870, 0.7420], [4.3403, 3.5053, 2.1049], [3.7178, 1.5516, 3.1510], [6.0429, 0.6704, 1.4249], [5.5571, 0.0158, 3.0294], [2.0429, -1.7977, 1.1357], [2.2818, -3.3945, 3.2997], [1.6559, -1.9080, 3.9932], [-3.5644, -4.3310, 2.1842], [-3.1436, -4.1179, 3.8961], [-3.6017, -2.7168, 2.9292], [4.7847, -0.5302, -0.2582], [3.0834, -0.8272, -0.1618], [3.2612, 0.7815, -1.7558], [4.4605, 1.7178, -0.9361]], "relative_energy_kj_mol": 419.7, "charge": 0, "energy_ha": -1264.0926}

| no. | molar mass (g mol⁻¹) | Kohn-Sham gap (eV) | E_LUMO (eV) |
| --- | --- | --- | --- |
| 1 | 151.256 | 9.38 | 0.273 |
| 2 | 184.917 | 7.35 | -1.376 |
| 3 | 110.080 | 8.91 | -1.602 |
| 4 | 445.528 | 1.78 | -18.159 |
| 5 | 401.488 | 8.61 | 0.544 |
| 6 | 388.512 | 9.77 | 0.624 |